One molecule with the formula C21H19NO2 in a non-equilibrium geometry. Source: the Open Molecules 2025 dataset; level of theory: ωB97M-V/def2-TZVPD.

Element x y z (Å)
H: 2.51436 -2.93607 -3.03756
N: 2.85916 -2.04665 -2.99538
C: 2.59818 -1.41996 -1.81808
C: 3.00774 -0.03689 -1.43177
C: 2.06573 0.88150 -0.74414
C: 0.96678 1.52647 -1.55030
C: 0.45498 2.75225 -1.10198
C: -0.64137 3.30631 -1.74428
C: -1.27012 2.59719 -2.67835
C: -0.97079 1.34496 -3.02972
C: 0.20646 0.71839 -2.48211
C: 1.69978 -0.00078 0.52351
C: 1.55863 -1.42248 0.40288
C: 1.01909 -2.22353 1.58781
C: -0.05970 -1.52768 2.38710
C: -1.42589 -1.18383 1.69858
C: -2.56319 -1.66097 2.36541
C: -3.84358 -1.16321 1.89676
C: -3.92181 -0.32592 0.78789
C: -2.77129 0.22304 0.22805
C: -1.55573 -0.21719 0.65649
C: 0.60246 -0.27595 2.95071
C: 1.30272 0.60335 1.78039
O: 1.61454 1.80145 2.11459
O: 1.99953 -2.08815 -0.73232
H: 3.84477 0.01667 -0.73679
H: 3.29511 0.54760 -2.35319
H: 2.67602 1.69391 -0.34857
H: 1.01402 3.28449 -0.30463
H: -0.92250 4.34078 -1.51180
H: -2.14911 3.02962 -3.17185
H: -1.48019 0.78875 -3.76503
H: 0.40178 -0.34039 -2.79342
H: 0.57766 -3.08028 1.08989
H: 1.89059 -2.56790 2.08864
H: -0.25017 -2.24488 3.23500
H: -2.37096 -2.38825 3.18182
H: -4.79145 -1.55201 2.31268
H: -4.89477 0.18887 0.41516
H: -2.75777 1.13340 -0.48572
H: -0.75219 0.05550 0.07739
H: -0.13244 0.45323 3.28508
H: 1.35492 -0.58475 3.75116

For the gap between HOMO and LUMO, the calculation gives 9.0 eV. Its energy above the lowest of the compared OMol25 structures with the same formula, charge and spin is 89.16 kcal/mol. The LUMO energy is -0.002 hartree. As for the total charge: 0. Its structure (SMILES) is [H]/N=C1/C[C@@H](c2ccccc2)C2=C(C[C@H](c3ccccc3)CC2=O)O1. The value obtained for the molar mass is 317.388 g/mol.

Results of the natural (NBO) charge analysis, in e, for atoms 1 through 6:
1 H 0.34
2 N -0.64
3 C 0.58
4 C -0.51
5 C -0.24
6 C -0.04

***

A 2-piece molecular cluster, C4H12O3 overall in a non-equilibrium geometry. Source: the Open Molecules 2025 dataset; level of theory: ωB97M-V/def2-TZVPD.

Element x y z (Å)
O: -0.46519 -2.61041 -0.82896
C: -0.94896 -1.32429 -0.73983
C: -0.93885 -0.70786 0.69622
C: -1.20667 0.77148 0.54669
C: -0.04521 1.81395 0.92272
O: 0.98598 1.45093 1.89520
H: 0.24947 -2.79585 -0.01449
H: -0.37056 -0.53219 -1.44621
H: -2.00422 -1.29020 -1.14617
H: -0.20156 -0.57903 1.53407
H: -1.75091 -1.22901 1.13048
H: -2.14083 1.01074 1.07302
H: -1.34319 0.92557 -0.61772
H: -0.57488 2.71148 1.31306
H: 0.55593 2.07534 -0.03641
H: 0.73571 0.62847 2.20492
O: 2.15860 0.57297 -2.18688
H: 2.12458 0.90472 -1.33693
H: 2.12341 -0.45765 -2.24737

For the gap between HOMO and LUMO, the calculation gives 10.6 eV. Its energy above the lowest of the compared OMol25 structures with the same formula, charge and spin is 70.53 kcal/mol. The LUMO energy is 0.017 hartree. As for the total charge: 0. Its structure (SMILES) is OCCCCO.O. The value obtained for the molar mass is 108.137 g/mol.

Results of the natural (NBO) charge analysis, in e, for atoms 1 through 6:
1 O -0.71
2 C -0.03
3 C -0.47
4 C -0.43
5 C -0.07
6 O -0.71

***

One molecule with the formula C8H8N4 in a non-equilibrium geometry. Source: the Open Molecules 2025 dataset; level of theory: ωB97M-V/def2-TZVPD.

Element x y z (Å)
C: 2.12624 -0.53741 1.34199
C: 0.72691 -1.30743 1.31029
N: 0.22747 -1.95058 2.49575
C: -0.35578 -0.80126 2.21558
N: -1.29980 0.13902 2.01111
C: -1.32388 0.48180 0.66311
N: -2.13700 1.53905 0.42212
C: -2.33026 1.79624 -0.88677
C: -1.79287 1.07634 -1.92457
C: -1.06720 -0.00955 -1.62880
C: -0.69226 -0.27339 -0.35204
N: 0.12149 -1.32613 0.04844
H: 2.00460 0.44577 1.87127
H: 2.51086 -0.62489 0.30556
H: 2.86573 -1.10182 1.93672
H: -1.84344 0.82737 2.53193
H: -2.82903 2.73679 -1.16774
H: -1.75430 1.29106 -2.98537
H: -0.57575 -0.50885 -2.51883
H: 0.57237 -1.83877 -0.64247

For the gap between HOMO and LUMO, the calculation gives 8.8 eV. Its energy above the lowest of the compared OMol25 structures with the same formula, charge and spin is 88.44 kcal/mol. The LUMO energy is 0.030 hartree. As for the total charge: 0. Its structure (SMILES) is C[C@@]12N=C1Nc1ncccc1N2. The value obtained for the molar mass is 160.180 g/mol.

Results of the natural (NBO) charge analysis, in e, for atoms 1 through 6:
1 C -0.66
2 C 0.16
3 N -0.38
4 C 0.42
5 N -0.59
6 C 0.32

***

A 3-piece molecular cluster, C32H60F13N4O3PS3 overall in a non-equilibrium geometry. Source: the Open Molecules 2025 dataset; level of theory: ωB97M-V/def2-TZVPD.

Element x y z (Å)
H: -2.73707 7.50245 -0.55094
N: -2.06840 6.71168 -0.48167
C: -1.44312 6.81089 0.65365
N: -1.83208 7.93204 1.56494
N: -0.41092 5.89992 1.15922
C: 0.48093 5.37931 0.08844
C: 1.11872 3.93694 0.46877
C: 0.62699 2.75359 -0.49557
C: 0.14343 1.42669 0.28860
C: -1.42069 1.16722 0.28498
P: -1.71366 0.37178 -1.44045
O: -3.38923 0.26025 -1.79375
O: -1.12177 1.37484 -2.70793
S: -0.77017 -1.32488 -1.67006
C: -2.37142 2.48182 0.12488
O: -2.61675 3.16159 -0.87640
N: -3.06262 2.80831 1.37549
C: -2.49227 1.81281 2.34613
S: -1.14387 2.81316 3.13065
C: -2.12590 0.42478 1.55468
C: -3.64547 -0.09956 1.31778
C: -3.76590 -1.56328 0.72001
C: -5.26628 -1.91543 0.23703
F: -5.75896 -0.93362 -0.63297
F: -5.09582 -3.08662 -0.57229
C: -6.25509 -2.34697 1.40935
F: -6.98615 -3.46969 0.91344
F: -5.60308 -2.81696 2.55762
C: -7.40887 -1.25621 1.74326
F: -6.71010 -0.02984 1.87328
F: -8.26153 -1.28965 0.63565
C: -8.11216 -1.56962 3.13413
F: -7.23195 -1.14237 4.15566
F: -8.30818 -2.94768 3.36913
S: -9.76061 -0.73615 3.44777
F: -10.54908 -1.61946 2.29645
F: -10.15785 -1.94622 4.54662
F: -9.11717 0.10766 4.74259
F: -9.45482 0.53837 2.44952
F: -11.22074 -0.03242 3.81484
C: -1.20728 -0.36757 2.58659
C: -0.83377 -1.87638 2.10560
C: -1.72619 -0.46734 4.08795
C: -3.05073 -1.31589 4.34790
C: -4.19470 -0.40256 5.04979
H: -1.25799 8.76151 1.38428
H: -1.65982 7.57474 2.52178
H: -0.91580 5.15013 1.64963
H: 1.34286 6.12915 -0.01256
H: 0.00637 5.30348 -0.93922
H: 1.00384 3.71122 1.57956
H: 2.24797 4.07578 0.30602
H: -0.13517 3.18650 -1.20765
H: 1.53767 2.47160 -1.13752
H: 0.74850 0.56791 -0.17607
H: 0.60705 1.55497 1.33028
H: -3.47325 0.19212 -2.77458
H: -0.25414 0.97758 -2.95777
H: -4.09360 2.72342 1.34552
H: -3.21675 1.64215 3.21885
H: -0.39704 2.04110 4.00497
H: -4.21990 0.58489 0.59469
H: -4.23174 -0.01123 2.30072
H: -3.13948 -1.71420 -0.23123
H: -3.43118 -2.40573 1.41115
H: -0.17548 0.12876 2.67636
H: -1.12169 -2.06959 1.02399
H: -1.33500 -2.67554 2.73500
H: 0.29435 -2.04945 2.21197
H: -1.84911 0.52405 4.63330
H: -0.88867 -1.00788 4.66476
H: -3.47959 -1.85793 3.45523
H: -2.81681 -2.12573 5.12852
H: -3.77320 0.51381 5.56724
H: -4.97480 -0.03506 4.30572
H: -4.76207 -1.04066 5.81430
C: 3.52675 -1.78540 -2.01453
C: 3.34512 -1.81673 -3.52424
C: 2.51682 -3.00862 -4.00838
C: 3.12262 -4.38508 -3.71934
C: 4.52137 -4.61406 -4.29373
C: 4.56665 -4.54587 -5.81466
H: 4.07612 -2.65888 -1.65536
H: 4.09282 -0.89623 -1.72190
H: 2.55943 -1.75236 -1.50602
H: 4.32379 -1.80452 -4.01560
H: 2.83725 -0.89634 -3.83339
H: 2.34748 -2.90398 -5.08513
H: 1.52535 -2.96327 -3.54393
H: 2.44544 -5.14950 -4.11758
H: 3.15550 -4.54957 -2.63720
H: 4.86511 -5.60585 -3.98093
H: 5.23203 -3.89655 -3.87190
H: 3.89724 -5.28775 -6.25789
H: 5.57945 -4.74855 -6.17167
H: 4.27869 -3.55839 -6.18316
C: 6.68474 1.01207 -3.48290
C: 7.70570 -0.11607 -3.51926
C: 7.50538 -1.14758 -2.40744
C: 7.65729 -0.60881 -0.98198
C: 9.00310 0.04905 -0.67474
C: 10.18228 -0.90765 -0.79370
H: 6.75672 1.59280 -2.56037
H: 6.85087 1.69811 -4.31762
H: 5.66721 0.62050 -3.56573
H: 8.71780 0.29893 -3.47979
H: 7.62407 -0.62923 -4.48358
H: 8.20930 -1.97201 -2.56214
H: 6.50542 -1.58556 -2.50633
H: 7.49910 -1.43770 -0.28219
H: 6.85849 0.11187 -0.77706
H: 8.97266 0.43589 0.34951
H: 9.16459 0.91462 -1.32419
H: 10.06338 -1.75835 -0.11756
H: 11.11166 -0.39566 -0.53236
H: 10.29123 -1.28935 -1.81161

For the gap between HOMO and LUMO, the calculation gives 8.0 eV. The LUMO energy is -0.048 hartree. As for the total charge: 0. Its structure (SMILES) is [H]/N=C(\N)NCCCC[C@]1(P(O)(O)=S)C(=O)N[C@H](S)[C@]1(CCC(F)(F)C(F)(F)C(F)(F)C(F)(F)S(F)(F)(F)(F)F)[C@H](C)CCC.CCCCCC.CCCCCC. The value obtained for the molar mass is 923.006 g/mol.

Results of the Löwdin charge analysis, in e, for atoms 1 through 6:
1 H 0.06
2 N 0.12
3 C -0.45
4 N 0.04
5 N -0.02
6 C -0.22